The following is a DFT calculation (ωB97M-V with the def2-TZVPD basis set) of C22H33BBrF5IN2O8S3 as an isolated structure.

2S+1 ... 1
Total charge ... -1
Electronic energy ... -167626.0724 eV
LUMO ... 0.042 Eh
F_max ... 0.740 eV Å⁻¹
HOMO-LUMO gap ... 7.62 eV
E_HOMO ... -6.47 eV

Element x y z (Å)
C  -5.11  0.77  -2.77
C  -5.49  1.53  -1.51
C  -4.36  1.57  -0.46
C  -3.67  2.94  -0.31
C  -2.13  2.94  -0.51
C  -1.36  2.98  0.81
C  -1.59  1.77  1.74
C  -0.52  0.67  1.70
C  -0.79  -0.37  0.60
C  0.36  -1.32  0.11
B  1.37  -1.83  1.27
C  2.17  -3.20  1.23
O  1.56  -1.03  2.36
C  -0.35  -2.59  -0.39
C  -0.88  -3.57  0.63
C  -1.01  -4.88  0.23
C  -1.50  -5.82  1.12
C  -1.84  -5.40  2.39
N  -1.71  -4.15  2.80
C  -1.24  -3.25  1.94
O  -1.47  -2.22  -1.24
S  -1.16  -1.50  -2.61
O  -1.44  -2.41  -3.67
O  -1.80  -0.22  -2.60
C  0.63  -1.21  -2.52
I  1.63  -2.90  -3.42
C  1.18  -0.75  -1.13
Br  1.08  1.22  -1.18
C  2.69  -1.02  -0.97
C  3.62  -0.50  -2.07
C  4.74  0.36  -1.52
F  4.33  1.38  -0.75
F  5.48  0.87  -2.54
F  5.58  -0.40  -0.76
H  -4.76  -0.23  -2.52
H  -4.29  1.28  -3.29
H  -5.95  0.67  -3.46
H  -5.78  2.55  -1.76
H  -6.36  1.04  -1.06
H  -4.73  1.23  0.51
H  -3.60  0.84  -0.75
H  -3.88  3.35  0.68
H  -4.11  3.64  -1.03
H  -1.85  2.07  -1.09
H  -1.86  3.84  -1.07
H  -0.29  3.11  0.64
H  -1.69  3.88  1.35
H  -2.58  1.34  1.57
H  -1.59  2.15  2.77
H  -0.55  0.16  2.67
H  0.47  1.12  1.64
H  -1.61  -0.99  0.95
H  -1.21  0.14  -0.26
H  1.99  -3.83  0.36
H  1.92  -3.78  2.13
H  3.24  -2.99  1.26
H  2.38  -1.22  2.83
H  0.34  -3.18  -0.99
H  -0.74  -5.17  -0.77
H  -1.61  -6.86  0.83
H  -2.23  -6.11  3.11
H  -1.12  -2.25  2.33
H  0.77  -0.40  -3.23
H  2.84  -2.10  -0.89
H  2.99  -0.53  -0.04
H  3.11  0.03  -2.87
H  4.14  -1.34  -2.53
N  4.87  4.25  1.01
S  3.34  4.24  1.42
O  2.81  5.52  1.76
O  2.93  3.11  2.20
F  2.76  3.94  -0.03
S  5.93  4.55  2.13
O  7.21  4.80  1.54
O  5.85  3.70  3.28
F  5.48  5.97  2.68